Record 1
Molecular formula: C34H88N6O26
Method: DFT, ωB97M-V/def2-TZVPD

Structure (XYZ):
```
154
Properties=species:S:1:pos:R:3
C -6.742 -3.066 0.245
O -5.872 -4.195 0.293
C -5.214 -4.422 1.526
C -3.936 -3.635 1.723
O -4.223 -2.264 1.948
C -4.416 -1.998 3.322
H -7.021 -2.948 -0.812
H -6.204 -2.216 0.567
H -7.671 -3.140 0.818
H -5.048 -5.501 1.561
H -5.851 -4.198 2.399
H -3.412 -3.607 0.792
H -3.308 -4.110 2.494
H -4.822 -0.979 3.435
H -3.497 -2.078 3.877
H -5.220 -2.602 3.750
C 2.961 1.725 2.981
O 4.079 1.006 2.525
C 3.923 -0.386 2.680
C 4.487 -0.862 4.067
O 3.983 -2.148 4.372
C 4.722 -2.771 5.379
H 2.572 1.368 3.919
H 2.117 1.689 2.280
H 3.310 2.761 3.120
H 4.325 -0.868 1.789
H 2.866 -0.668 2.728
H 4.200 -0.135 4.839
H 5.581 -0.956 4.030
H 4.701 -2.268 6.329
H 5.762 -3.079 5.185
H 4.148 -3.707 5.526
C -5.652 0.285 0.037
O -4.891 1.401 -0.282
C -4.132 1.929 0.744
C -4.914 2.802 1.718
O -5.519 3.911 1.062
C -6.784 3.665 0.558
H -6.497 0.434 0.710
H -5.044 -0.521 0.433
H -6.061 -0.159 -0.869
H -3.405 2.554 0.262
H -3.527 1.135 1.196
H -4.287 3.237 2.466
H -5.672 2.181 2.253
H -7.434 3.224 1.300
H -6.697 3.033 -0.323
H -7.186 4.637 0.280
C -0.919 -0.377 4.060
O -0.406 -1.693 3.998
C -0.177 -2.106 2.679
C 0.604 -3.387 2.723
O 1.095 -3.826 1.440
C 2.243 -3.047 1.057
H -1.980 -0.320 3.893
H -0.323 0.285 3.430
H -0.769 -0.112 5.100
H 0.398 -1.355 2.133
H -1.157 -2.228 2.139
H -0.017 -4.246 3.096
H 1.384 -3.220 3.456
H 2.733 -3.623 0.291
H 2.942 -2.934 1.865
H 1.970 -2.049 0.699
C 3.704 3.043 -3.853
O 4.223 2.278 -2.714
C 3.989 0.904 -2.871
C 4.932 0.130 -3.740
O 6.185 -0.084 -3.045
C 7.150 -0.685 -3.811
H 4.343 2.762 -4.726
H 3.721 4.119 -3.668
H 2.642 2.745 -4.057
H 2.972 0.674 -3.225
H 4.080 0.490 -1.878
H 5.059 0.678 -4.661
H 4.482 -0.865 -3.957
H 7.559 -0.022 -4.570
H 6.782 -1.484 -4.422
H 7.878 -0.997 -3.086
C -2.878 4.421 -2.006
O -2.776 3.056 -2.246
C -3.614 2.592 -3.328
C -3.132 1.196 -3.688
O -1.934 1.247 -4.436
C -1.504 -0.036 -4.766
H -2.638 4.964 -2.926
H -2.188 4.690 -1.243
H -3.875 4.733 -1.651
H -3.571 3.362 -4.107
H -4.675 2.543 -3.041
H -3.941 0.825 -4.375
H -3.125 0.674 -2.752
H -1.293 -0.650 -3.876
H -0.655 0.144 -5.415
H -2.278 -0.539 -5.324
C -2.037 -0.815 -0.073
O -0.904 -0.251 -0.664
C -0.953 1.150 -0.611
C 0.200 1.771 -1.427
O 1.396 1.934 -0.656
C 1.975 0.645 -0.169
H -2.972 -0.437 -0.498
H -2.111 -0.725 1.019
H -2.001 -1.882 -0.290
H -0.859 1.438 0.390
H -1.931 1.532 -0.879
H 0.045 2.798 -1.806
H 0.415 1.162 -2.333
H 1.372 0.338 0.688
H 3.012 0.752 0.114
H 1.966 -0.137 -0.935
C -4.736 -4.792 -2.597
N -3.848 -3.711 -2.151
O -4.109 -2.552 -2.467
O -2.828 -4.051 -1.580
H -4.040 -5.545 -2.935
H -5.445 -4.416 -3.336
H -5.327 -5.050 -1.719
C 3.121 4.614 -0.397
N 1.935 5.351 -0.825
O 0.986 5.441 -0.056
O 1.960 5.787 -1.962
H 3.156 4.465 0.714
H 4.048 5.088 -0.706
H 3.094 3.658 -0.936
C 0.261 -2.981 -1.562
N 1.383 -3.105 -2.467
O 1.964 -4.204 -2.629
O 1.816 -2.099 -3.010
H 0.543 -2.404 -0.678
H 0.005 -3.968 -1.163
H -0.502 -2.466 -2.132
C 5.198 -3.176 -1.686
N 4.923 -2.321 -0.545
O 4.126 -1.378 -0.763
O 5.508 -2.533 0.530
H 4.460 -3.967 -1.697
H 6.237 -3.520 -1.603
H 5.040 -2.542 -2.533
C 6.002 1.850 0.075
N 6.200 2.643 1.343
O 5.390 3.497 1.676
O 7.231 2.366 1.923
H 5.785 2.484 -0.767
H 5.226 1.143 0.232
H 6.983 1.403 -0.101
C -0.558 4.089 1.937
N -0.974 3.108 3.008
O -1.766 2.213 2.679
O -0.533 3.217 4.118
H 0.528 4.144 1.867
H -0.921 5.036 2.222
H -0.958 3.753 0.983
```

Frontier orbital gap in eV: 8.890
Energy above the lowest of the compared OMol25 structures with the same formula, charge and spin in kcal/mol: 0.0
Spin multiplicity: 1
HOMO energy in eV: -9.213

Results of the Mulliken charge analysis, in e, for atoms 1 through 6:
1. C -0.140
2. O -0.316
3. C -0.849
4. C -0.045
5. O 0.448
6. C -1.005

Record 2
Molecular formula: C34H89O37S11V
Method: DFT, ωB97M-V/def2-TZVPD

Structure (XYZ):
```
172
Properties=species:S:1:pos:R:3
O 0.963 0.052 -0.233
V -0.283 0.967 -0.019
O -3.266 3.707 -0.204
C -2.287 2.793 -0.085
O -2.398 1.636 -0.457
O -1.218 3.021 0.405
H -4.006 3.197 -0.541
O 2.667 1.487 3.646
S 1.487 2.105 3.072
O 0.840 1.535 1.885
O 0.322 2.241 4.293
C 0.670 2.898 5.510
C 0.532 2.033 6.768
C 1.864 3.896 2.746
H 0.084 3.816 5.565
H 1.717 3.189 5.426
H 0.612 2.587 7.703
H 1.368 1.380 7.018
H -0.474 1.613 6.781
H 2.420 3.960 1.810
H 2.457 4.261 3.585
H 0.887 4.379 2.719
O 1.512 -2.170 1.508
S 2.564 -3.175 1.315
O 3.969 -2.767 1.609
O 2.199 -4.524 2.278
C 3.237 -5.390 2.737
C 3.954 -4.811 3.907
C 2.481 -3.965 -0.322
H 3.875 -5.539 1.866
H 2.688 -6.295 2.997
H 3.278 -4.471 4.692
H 4.550 -3.947 3.614
H 4.587 -5.592 4.328
H 2.136 -3.243 -1.062
H 1.892 -4.873 -0.195
H 3.518 -4.273 -0.456
O -3.442 6.235 5.143
S -3.394 4.801 5.154
O -2.503 4.109 6.068
O -4.938 4.166 5.354
C -5.959 4.870 4.642
C -7.187 4.487 5.492
C -2.977 4.212 3.441
H -6.052 4.357 3.684
H -5.828 5.951 4.601
H -7.152 3.411 5.663
H -8.065 4.959 5.052
H -7.112 4.884 6.505
H -2.046 4.743 3.243
H -3.771 4.360 2.709
H -2.805 3.139 3.520
O -1.320 -7.055 -1.907
S -0.055 -6.602 -1.294
O 0.961 -6.114 -2.188
O -0.370 -5.424 -0.165
C -0.963 -5.712 1.069
C -1.672 -4.465 1.468
C 0.611 -7.916 -0.240
H -0.171 -5.991 1.763
H -1.671 -6.534 0.970
H -2.168 -4.703 2.410
H -2.489 -4.117 0.836
H -1.124 -3.542 1.655
H 0.868 -8.771 -0.865
H -0.148 -8.088 0.523
H 1.587 -7.578 0.107
O 7.364 2.971 -1.727
S 7.273 1.517 -1.876
O 8.307 0.608 -1.376
O 5.797 1.007 -1.301
C 5.805 0.748 0.077
C 4.457 0.395 0.592
C 7.053 1.045 -3.668
H 6.121 1.671 0.564
H 6.566 0.068 0.461
H 4.010 -0.533 0.234
H 3.793 1.231 0.370
H 4.417 0.212 1.666
H 7.453 0.050 -3.862
H 7.597 1.813 -4.218
H 5.974 1.101 -3.813
O -8.016 1.708 -1.605
S -6.659 1.451 -1.041
O -5.650 2.576 -0.963
O -6.782 0.749 0.455
C -5.682 0.611 1.299
C -5.640 1.767 2.290
C -5.911 0.039 -1.992
H -4.757 0.449 0.745
H -5.794 -0.311 1.870
H -5.053 1.398 3.131
H -6.663 2.003 2.584
H -5.164 2.669 1.904
H -6.725 -0.666 -2.160
H -5.081 -0.370 -1.416
H -5.462 0.422 -2.908
O -0.682 0.138 -4.606
S -0.462 1.332 -3.741
O -0.167 1.123 -2.328
O 0.701 2.320 -4.410
C 0.607 2.642 -5.778
C 2.009 2.068 -6.364
C -1.961 2.503 -3.999
H 0.523 3.718 -5.929
H -0.236 2.172 -6.286
H 2.066 2.276 -7.433
H 2.017 0.980 -6.300
H 2.875 2.493 -5.857
H -1.693 3.509 -3.676
H -2.766 2.046 -3.425
H -2.223 2.516 -5.057
O 4.230 -1.140 -2.612
S 3.138 -1.698 -3.387
O 1.776 -1.588 -2.837
O 3.166 -1.067 -4.979
C 4.545 -1.017 -5.625
C 4.389 -0.200 -6.879
C 3.554 -3.459 -3.742
H 4.793 -2.018 -5.979
H 5.386 -0.798 -4.967
H 4.218 0.846 -6.622
H 3.645 -0.645 -7.539
H 5.279 -0.186 -7.508
H 3.391 -4.057 -2.845
H 4.609 -3.509 -4.013
H 2.876 -3.798 -4.526
O 1.494 2.695 -0.688
S 1.929 3.764 -1.541
O 0.876 4.525 -2.260
O 2.731 4.820 -0.510
C 3.484 5.944 -1.078
C 4.941 5.769 -0.654
C 3.334 3.316 -2.622
H 3.150 6.856 -0.585
H 3.438 6.028 -2.164
H 4.952 5.466 0.392
H 5.479 6.716 -0.672
H 5.428 5.001 -1.255
H 3.595 4.139 -3.287
H 3.092 2.515 -3.321
H 4.163 3.003 -1.987
O -1.182 -0.302 1.546
S -1.848 -0.644 2.759
O -2.572 0.413 3.485
O -2.841 -1.886 2.474
C -3.504 -2.418 3.647
C -4.816 -3.062 2.983
C -0.538 -1.450 3.768
H -3.833 -1.553 4.223
H -2.836 -3.030 4.254
H -4.488 -3.737 2.192
H -5.528 -2.270 2.750
H -5.405 -3.524 3.775
H 0.328 -0.806 3.619
H -0.265 -2.437 3.393
H -0.932 -1.497 4.783
O -2.955 -0.693 -2.868
S -2.163 -1.596 -1.991
O -1.260 -0.979 -0.988
O -3.149 -2.700 -1.248
C -4.193 -3.245 -1.997
C -4.310 -4.676 -1.519
C -1.227 -2.756 -3.135
H -3.962 -3.242 -3.063
H -5.050 -2.578 -1.905
H -4.403 -4.583 -0.437
H -3.469 -5.274 -1.870
H -5.219 -5.133 -1.912
H -1.845 -3.208 -3.912
H -0.540 -3.375 -2.559
H -0.674 -2.010 -3.705
```

Frontier orbital gap (alpha / beta) in eV: 8.965 / 9.599
Energy above the lowest of the compared OMol25 structures with the same formula, charge and spin in kcal/mol: 7.4
Net charge: +1
Spin multiplicity: 2
HOMO energy (alpha / beta) in eV: -11.534 / -11.614

Results of the Mulliken charge analysis, in e, for atoms 1 through 6:
1. O 0.756
2. V 1.377
3. O -0.604
4. C 0.322
5. O 0.472
6. O -0.671